Computed, not measured: 6 unconnected molecules or ions with the total composition C10H26F3N11O8S2, with ωB97M-V/def2-TZVPD.

```
60
Properties=species:S:1:pos:R:3
H 0.615 -6.694 0.004
H 1.733 -5.754 -0.925
H 0.455 4.667 5.293
H -6.340 -5.171 -0.794
O 5.212 0.343 -5.584
F -4.224 -0.136 2.114
H 3.651 -0.330 -2.893
C 0.253 0.822 1.228
C -0.397 -0.574 1.279
H -0.445 -0.875 2.329
H 2.539 -1.173 -4.766
H 3.209 -0.918 -6.342
H 0.431 4.288 1.758
H -0.037 -2.078 -0.156
C -0.015 -4.787 -0.565
H 2.956 3.707 -1.237
O -2.361 -0.641 -0.657
C -3.133 0.436 1.658
O 2.268 5.568 2.844
N 2.826 4.697 -1.146
C 1.338 5.034 3.424
H 5.140 0.526 -3.105
C 1.336 -0.583 -0.295
N 4.363 0.034 -3.501
N 0.841 -5.846 -0.478
H 3.524 5.316 -1.513
H 1.049 0.749 1.981
S -2.128 -0.853 0.737
N 1.209 5.094 4.790
H 0.711 6.809 0.024
N -1.214 -4.918 0.057
H -3.826 -3.500 1.065
N -4.565 -3.899 0.510
H 1.860 1.513 -0.097
C 1.691 5.128 -0.535
N 3.261 -0.794 -5.349
N 0.450 -1.401 0.442
H -0.728 2.359 -0.767
H -5.185 -3.282 0.021
O -2.499 -2.125 1.312
H -0.410 3.913 3.244
O -3.893 -5.992 1.060
H 2.204 7.131 -0.785
C -4.669 -5.261 0.464
C 0.977 0.877 -0.104
H -1.823 -4.121 0.020
F -2.433 0.930 2.687
H -1.531 -5.735 0.549
N 0.359 4.345 2.768
H 1.915 5.594 5.295
N 1.528 6.473 -0.448
S -0.067 1.451 -1.484
C 4.341 -0.107 -4.860
N -5.695 -5.752 -0.295
H -0.360 1.675 1.509
H -5.790 -6.749 -0.347
O 0.286 -3.754 -1.156
O 0.857 4.339 -0.096
O 2.279 -1.000 -0.922
F -3.461 1.421 0.853
```

Computed properties:
HOMO energy: -9.166 eV
Maximum force: 1.1 eV/Å
Frontier orbital gap: 9.4195 eV
LUMO energy: 0.009 Ha
Total charge: 0
M: 549.5 g mol⁻¹

---

Computed, not measured: a molecular structure, C52H65BiIN5OP2S2Te, with ωB97M-V/def2-TZVPD.

```
130
Properties=species:S:1:pos:R:3
H 6.769 -7.268 -3.394
H 3.140 -1.944 -4.527
C -1.743 -3.844 -4.480
C -0.034 7.011 0.646
H -4.338 3.520 0.676
H -4.891 0.992 -3.182
C -1.137 -1.137 3.815
H -1.861 -5.586 -0.120
H -2.574 1.284 -3.628
N -4.742 0.777 -1.066
H 2.993 -1.857 -0.809
H 0.124 -0.775 0.916
H -0.717 4.099 -2.642
H -4.324 2.410 -2.284
C -0.194 -0.182 0.060
C 2.149 -3.872 1.713
C 0.475 3.845 3.636
H 1.382 5.856 6.207
C -1.344 7.396 3.055
C -1.023 3.010 1.270
H -2.672 -4.107 -4.983
H 4.062 -3.232 -0.530
H -2.590 -2.179 0.462
C 4.066 -3.570 -3.439
C 1.066 -3.793 -0.443
C 1.469 5.287 5.289
H -6.169 -0.780 -1.154
H 3.816 4.517 -0.754
C 1.387 3.994 -3.045
H 0.423 -2.611 3.802
H 1.249 3.788 -4.100
H 1.643 1.386 2.962
H -6.453 2.297 1.464
P -0.942 2.891 2.985
H -4.706 -1.133 0.931
H 2.318 -7.549 -2.094
H 0.263 -4.904 4.195
H 4.537 -7.305 -2.611
C 0.380 4.565 4.821
H 6.082 -3.640 -4.148
C 2.662 5.289 4.581
C 6.790 -6.217 -3.681
H 2.199 -0.970 3.293
I 1.549 0.851 -0.620
H 1.139 -6.282 -2.480
H -2.099 2.623 -1.658
H -4.706 -1.043 -2.106
C -1.450 6.181 2.393
H -1.608 -4.274 -1.291
H 7.601 -5.735 -3.131
N -4.347 2.658 1.208
C 2.133 -3.426 0.390
H 3.693 4.564 2.840
C -4.471 -1.523 -0.064
C 1.172 -0.642 3.401
H -5.384 0.903 1.566
C 3.300 -2.597 -0.072
H -0.561 4.560 5.358
H 1.854 4.780 0.692
C 2.088 -6.489 -1.981
C 0.174 -1.565 3.688
S -2.559 3.237 4.120
H 3.510 5.856 4.947
C -1.126 -5.083 -0.751
H -1.294 -4.727 -4.027
H 1.741 3.304 1.996
C -5.778 1.591 -0.438
O -3.245 -2.358 -3.349
H -4.935 -2.517 -0.143
H -2.465 0.562 3.808
H 2.982 -3.583 2.348
C 3.186 -5.642 -2.569
C 0.425 4.386 -0.861
H 3.530 3.988 -3.159
C -4.269 1.320 -2.336
C -5.538 1.854 1.043
C -1.453 0.209 3.656
H -1.866 7.535 3.994
H -1.921 -1.846 4.053
C 0.025 -4.588 0.078
H -0.777 -5.801 -1.500
H -0.468 -0.854 -0.752
H 0.656 9.024 0.868
H 1.304 -6.231 3.699
H 0.462 6.881 -0.307
N -1.938 1.605 -1.649
H -5.802 2.566 -0.935
H 1.945 -6.282 -0.919
C 3.938 -2.110 -3.799
H 4.869 -1.741 -4.231
H -1.029 -3.457 -5.209
H -6.772 1.144 -0.579
H -2.679 -0.133 -2.599
P -1.033 4.410 0.269
H -2.071 5.402 2.819
C 5.272 -4.208 -3.699
Bi -2.055 1.052 0.608
C -5.078 -0.649 -1.156
C 0.080 -4.994 1.405
H 2.017 -4.698 4.205
H 3.691 -1.500 -2.928
H -0.726 -5.610 1.794
C 2.823 4.398 -1.171
C 5.470 -5.551 -3.398
N -3.023 -1.562 -0.216
H -0.963 1.428 -1.884
S -2.643 4.716 -0.898
Te 1.127 -3.211 -2.494
C -2.832 0.942 -2.621
C 0.854 0.693 3.210
C 0.279 4.142 -2.221
C 4.413 -6.251 -2.841
H 7.040 -6.162 -4.742
H 3.750 -2.073 0.773
C -2.053 -2.791 -3.424
C -0.578 8.419 2.519
C -0.777 5.967 1.196
C 0.070 8.226 1.306
C 1.185 -5.146 3.661
C 3.008 -4.284 -2.849
H -2.760 -1.898 -1.140
C 1.674 3.852 2.929
C 1.140 -4.658 2.238
C 2.765 4.567 3.400
C 1.714 4.537 -0.352
C -0.464 1.137 3.325
C 2.664 4.109 -2.520
N -1.126 -2.368 -2.603
H -0.493 9.367 3.036
H -4.086 2.842 2.171
```

Computed properties:
Expectation value of S²: 0.7626
HOMO energy (alpha / beta): -4.709 / -4.878 eV
Maximum force: 0.7 eV/Å
Frontier orbital gap (alpha / beta): 6.9018 / 7.0651 eV
LUMO energy (alpha / beta): 0.081 / 0.080 Ha
Spin multiplicity: 2
Energy above the lowest of the compared OMol25 structures with the same formula, charge and spin: 0.0 kcal per mole
Total charge: -1
M: 1365.7 g mol⁻¹

---

Computed, not measured: a molecular structure, C12H27CdO3S5Si, with ωB97M-V/def2-TZVPD.

```
49
Properties=species:S:1:pos:R:3
H -1.872 -1.165 0.327
H 0.951 0.058 -3.977
S 4.477 -3.899 1.322
C 0.695 -3.446 -0.105
C -0.077 -2.404 2.033
C -1.393 -2.056 -0.082
C -1.522 0.874 -3.142
H -2.536 1.747 0.239
C -0.182 1.063 -2.440
C 0.367 2.459 -2.709
H -1.410 0.981 -4.222
S 4.031 -2.143 2.350
H -1.698 0.957 3.780
H -1.922 -0.118 -2.926
Si 0.513 0.525 0.221
S 5.571 -3.309 -0.298
O -0.466 0.939 -1.042
H 0.435 -1.002 -2.654
Cd 3.323 -0.910 0.304
H -0.248 1.968 3.852
O -0.439 0.777 1.539
H 1.690 -3.580 0.324
H 1.776 0.129 -2.413
H -0.583 -1.550 2.481
H -0.498 3.246 0.352
H 0.481 3.284 1.824
O 0.822 -1.107 0.210
C -0.538 3.214 1.443
C -1.199 1.924 1.920
H 0.554 2.593 -3.777
C -0.006 -2.250 0.519
H 0.811 -3.304 -1.181
H -2.237 1.618 -2.786
H -1.330 -1.948 -1.166
H 1.300 2.606 -2.165
H -3.064 0.867 1.684
C 0.807 -0.005 -2.897
H -2.016 -2.923 0.146
H -1.111 4.076 1.792
H 0.934 -2.471 2.439
C -2.598 1.787 1.327
H 0.116 -4.355 0.072
H -3.225 2.633 1.620
C -1.256 1.895 3.442
S 2.381 1.427 0.223
H -1.855 2.725 3.824
S 4.220 -2.322 -1.534
H -0.354 3.212 -2.384
H -0.619 -3.318 2.289
```

Computed properties:
HOMO energy: -4.354 eV
Maximum force: 0.1 eV/Å
Frontier orbital gap: 6.9748 eV
LUMO energy: 0.096 Ha
Energy above the lowest of the compared OMol25 structures with the same formula, charge and spin: 0.0 kcal per mole
Total charge: -1
M: 520.2 g mol⁻¹

---

Computed, not measured: C2H7NS in the gas phase, with ωB97M-V/def2-TZVPD.

```
11
Properties=species:S:1:pos:R:3
H 0.514 -1.885 0.816
C 0.137 1.012 0.375
H -1.717 2.039 0.745
H -1.109 -1.172 0.376
H -0.363 -2.369 -0.619
H 0.525 1.995 0.078
C -0.188 -1.607 0.077
S 0.754 -0.266 -0.827
H -1.392 0.737 1.737
N -1.268 1.119 0.871
H 0.668 0.649 1.287
```

Computed properties:
HOMO energy: -8.396 eV
Maximum force: 4.5 eV/Å
Frontier orbital gap: 9.4499 eV
LUMO energy: 0.039 Ha
Energy above the lowest of the compared OMol25 structures with the same formula, charge and spin: 17.8 kcal per mole
Total charge: 0
M: 77.2 g mol⁻¹

---

Computed, not measured: a molecular structure, C11H23N3O3S, with ωB97M-V/def2-TZVPD.

```
41
Properties=species:S:1:pos:R:3
O -0.869 2.081 3.964
H -3.971 -1.496 1.194
H -1.429 -3.305 -2.804
H -1.384 2.088 0.107
N 1.250 0.994 1.196
C 0.634 -0.323 -2.630
C 2.436 0.335 -0.767
H -2.271 -2.658 2.088
H -2.031 -1.790 -4.993
H 3.393 -1.339 -0.227
C 0.328 -1.829 -2.589
H -0.081 0.275 -2.088
H -3.003 0.586 1.293
S -1.372 -1.060 0.244
H -1.781 2.454 1.910
C -1.320 1.650 1.181
O 0.799 0.722 3.738
H 0.673 0.726 4.777
C 1.540 1.305 -0.063
C -1.943 0.353 1.441
H 1.985 1.179 -2.707
O 0.993 2.324 -0.639
C -1.068 -2.233 -3.173
H 2.934 -0.344 -2.848
H 1.019 -2.276 -3.229
H 1.512 0.054 1.550
H 0.260 -2.254 -1.555
N 2.496 -0.926 -0.047
H 1.893 -1.636 -0.812
H -2.996 -3.061 -0.261
C -2.705 -2.214 0.842
C 0.153 1.782 1.763
H -1.649 -0.026 2.507
H 0.610 -0.134 -3.742
H -1.683 -1.421 -2.773
C 2.039 0.182 -2.349
C -0.041 1.589 3.205
N -1.026 -2.050 -4.658
H 3.571 0.670 -0.772
H -0.769 -2.910 -5.241
H 0.407 2.843 1.621
```

Computed properties:
HOMO energy: -8.771 eV
Maximum force: 5.6 eV/Å
Frontier orbital gap: 9.0479 eV
LUMO energy: 0.010 Ha
Energy above the lowest of the compared OMol25 structures with the same formula, charge and spin: 160.6 kcal per mole
Total charge: 0
M: 277.4 g mol⁻¹

---

Computed, not measured: C4H11N3 in the gas phase, with ωB97M-V/def2-TZVPD.

```
18
Properties=species:S:1:pos:R:3
C -1.382 0.319 -0.054
N -0.164 -2.075 0.004
H 0.272 2.124 0.624
H 2.465 -0.728 0.264
H -3.216 1.233 0.527
C 2.018 -0.882 -0.727
H 1.594 1.539 -0.191
H -1.919 1.441 1.704
H -1.915 2.389 0.219
H 2.421 -0.129 -1.410
H 2.318 -1.865 -1.092
H -1.938 -0.487 -0.501
C -0.033 0.307 -0.205
N 0.787 1.296 0.366
C -2.149 1.401 0.637
H 0.061 -2.985 -0.401
H 0.211 -2.072 0.958
N 0.568 -0.825 -0.722
```

Computed properties:
HOMO energy: -7.080 eV
Maximum force: 3.5 eV/Å
Frontier orbital gap: 8.0302 eV
LUMO energy: 0.035 Ha
Energy above the lowest of the compared OMol25 structures with the same formula, charge and spin: 73.5 kcal per mole
Total charge: 0
M: 101.2 g mol⁻¹

---

Computed, not measured: a molecular structure, C26H41BN10O3SiV, with ωB97M-V/def2-TZVPD.

```
83
Properties=species:S:1:pos:R:3
H -1.222 1.949 -2.239
C -2.736 -1.729 2.330
N -1.756 -0.247 3.523
C 1.809 1.439 -2.827
C -2.607 3.780 1.847
C -2.020 2.939 0.902
C 1.589 0.899 4.337
C -1.481 1.594 -3.232
C -2.120 -1.931 -1.971
H 1.523 4.965 -1.624
N 0.868 0.367 2.324
H 3.803 3.803 -0.740
H 3.838 2.755 0.670
C -1.389 -3.475 -0.311
H -1.160 1.430 4.940
C 1.259 3.575 1.539
H 1.494 1.237 5.352
C 1.212 0.751 -1.729
H -1.311 -2.419 -2.523
H -3.090 -2.190 1.424
H 3.722 0.475 3.934
C -2.369 -1.067 4.380
H 2.900 -4.089 0.916
N 0.852 -3.896 0.625
C 2.186 0.190 2.354
H 2.183 -1.172 -4.950
H -0.609 1.700 -3.880
H 2.002 2.497 -2.776
H -0.212 -5.638 0.086
H -0.857 -0.707 -4.781
O -1.786 0.202 -0.911
C -2.259 3.216 3.057
C -1.873 -0.508 -4.427
H -1.142 -4.117 -1.168
V -0.477 0.266 0.782
H 0.203 -2.970 -3.620
O 0.124 -1.767 0.439
H 1.923 -3.235 -3.390
H -0.013 4.762 -0.794
Si 1.524 2.901 -0.188
H 2.014 -3.493 2.341
H -2.422 -1.442 -4.366
N 0.847 1.327 -0.553
H -3.060 -2.121 -2.508
H 1.424 2.854 2.333
C 3.415 2.870 -0.329
C 1.900 -0.603 -4.076
H -2.499 3.503 4.066
N 0.517 0.816 3.547
C -3.018 -2.050 3.657
H 0.873 -3.053 -1.979
C 0.777 4.228 -1.323
H -1.917 -4.093 0.423
H 2.697 -0.130 1.461
N -1.853 0.190 -3.159
H 1.442 -5.887 0.617
H 0.277 4.025 1.679
B -0.981 1.074 3.807
C -1.891 -0.426 -1.960
N -1.977 -0.641 2.250
H 3.790 2.057 -0.944
H 0.343 3.810 -2.231
C 2.139 0.766 -3.975
H -3.207 4.655 1.675
N -1.352 1.954 1.492
H 2.596 1.305 -4.798
H -2.038 2.992 -0.173
C 1.058 -2.702 -2.993
H -3.616 -2.859 4.034
N -1.507 2.135 2.822
O -2.263 -2.451 -0.677
H 2.280 -2.421 0.956
C 2.083 -3.447 1.251
H -2.374 0.121 -5.163
H 2.008 4.362 1.658
H -2.307 2.183 -3.636
C 0.539 -5.303 0.796
H -2.312 -0.890 5.439
C 1.306 -1.213 -2.984
C 2.701 0.513 3.607
H 0.186 -5.515 1.811
N 0.947 -0.567 -1.878
C -0.088 -2.965 0.306
```

Computed properties:
Expectation value of S²: 0.7543
HOMO energy (alpha / beta): -5.325 / -4.763 eV
Maximum force: 1.3 eV/Å
Frontier orbital gap (alpha / beta): 5.7155 / 5.1521 eV
LUMO energy (alpha / beta): 0.014 / 0.014 Ha
Spin multiplicity: 2
Energy above the lowest of the compared OMol25 structures with the same formula, charge and spin: 10.4 kcal per mole
Total charge: 0
M: 631.5 g mol⁻¹

---

Computed, not measured: OS in the gas phase, with ωB97M-V/def2-TZVPD.

```
2
Properties=species:S:1:pos:R:3
S 0.132 0.212 0.416
O -0.263 -0.424 -0.832
```

Computed properties:
HOMO energy: -8.638 eV
Maximum force: 1.4 eV/Å
Frontier orbital gap: 6.4115 eV
LUMO energy: -0.082 Ha
Energy above the lowest of the compared OMol25 structures with the same formula, charge and spin: 0.3 kcal per mole
Total charge: 0
M: 48.1 g mol⁻¹